# 1
The following is a DFT calculation (wB97M-V/def2-TZVPD) of a 2-piece molecular cluster, C3H8S overall.

```
12
C3H8S | the OMol25 dataset | wB97M-V/def2-TZVPD
H -0.34 -1.51 -2.82
H 0.40 2.54 -0.24
C 0.31 1.33 1.49
H -1.29 2.70 1.96
H 0.22 3.02 2.68
C 0.44 1.55 0.18
S -0.14 -2.36 -1.80
C -0.45 2.20 2.44
H 1.11 -1.91 -1.65
H 0.94 0.58 1.97
H 1.17 0.90 -0.31
H -0.73 1.69 3.36
```

Output
HOMO = -0.3464 Eh
DFT total energy = -14074.5556 eV
SMILES = C=CC.S
Spin multiplicity = 1

Atomic partial charges in e from the Mulliken method, atoms 1 to 6: 0.148, 0.292, 0.077, 0.311, 0.269, -0.684

***

# 2
The following is a DFT calculation (wB97M-V/def2-TZVPD) of C36H26IrN10O4S2 as an isolated structure.

```
79
C36H26IrN10O4S2 | the OMol25 dataset | wB97M-V/def2-TZVPD
C -1.46 1.23 7.11
C -3.73 -2.14 -2.22
H 2.73 1.86 -4.83
N -0.61 -0.13 -2.35
C 1.54 -4.78 0.17
C -0.46 -0.23 -4.60
C 1.32 1.01 -3.48
C 6.47 0.05 0.09
C -4.02 1.70 2.94
C -2.04 1.03 2.04
H -0.60 5.39 -0.36
C -3.30 -1.77 0.12
C 0.15 0.26 -3.42
C -4.50 2.09 1.69
C -1.99 -0.43 5.43
C 1.23 0.78 -5.90
H 1.78 1.38 -2.58
O 6.75 -1.09 0.03
C 0.17 -4.61 0.33
H 4.48 2.14 0.08
N 0.41 -2.24 0.21
H 1.68 1.01 -6.85
H 3.40 -3.76 -0.03
C -0.39 3.26 -0.40
H -4.12 -2.45 -3.17
H -1.21 2.64 8.58
N -2.46 1.31 0.78
H -0.37 -0.37 -6.75
H -2.22 -1.41 -4.79
C 4.58 0.02 0.15
C -2.61 -1.40 -1.95
H 3.27 3.78 0.42
H -2.60 -1.22 5.03
H 4.51 -2.10 0.24
H 1.98 -5.76 0.12
C 0.08 0.02 -5.85
O 0.82 -1.09 2.93
N 0.40 2.20 -0.28
H -0.48 -5.46 0.43
H -3.13 -0.12 7.20
H -2.59 1.62 8.77
N -2.82 1.19 3.11
C -0.04 0.99 5.16
C 0.07 4.56 -0.25
H 0.81 1.28 4.58
O -1.55 -1.69 2.74
N -0.80 0.59 2.11
C 2.54 -1.16 0.09
C 1.41 4.75 0.06
H -3.97 2.03 -0.40
C -0.34 -3.32 0.35
O 6.72 1.19 0.11
H -1.42 3.06 -0.64
C 2.23 3.64 0.19
C -0.33 1.61 6.35
H -1.39 -3.15 0.51
C 3.95 -1.19 0.17
C -2.28 0.19 6.62
C 3.93 1.22 0.10
C -3.66 1.83 0.62
C -1.63 -0.83 -2.83
C 2.53 1.16 0.05
C 1.74 -2.39 0.12
N -2.40 -1.20 -0.61
S -4.52 -2.59 -0.77
C -0.87 -0.03 4.70
Ir -0.46 0.00 -0.02
C 1.70 2.37 -0.01
N -1.78 1.88 8.24
S -0.55 -0.71 3.09
H -3.28 -1.77 1.20
H 0.31 2.40 6.73
H -4.63 1.81 3.83
H 1.82 5.74 0.20
C 2.33 -3.65 0.08
H -5.46 2.56 1.56
N -1.58 -0.92 -4.19
N 1.89 0.00 0.02
C 1.84 1.27 -4.73
```

Output
HOMO (spin up / spin down) = -0.4328 / -0.4262 Eh
Net charge = +2
DFT total energy = -85337.6716 eV
⟨S²⟩ = 0.7607
Spin multiplicity = 2

Atomic partial charges in e from the Mulliken method, atoms 1 to 6: 1.166, -0.582, 0.489, 0.056, -0.637, 0.336

***

# 3
The following is a DFT calculation (wB97M-V/def2-TZVPD) of C5H9NO in the gas phase.

```
16
C5H9NO | the OMol25 dataset | wB97M-V/def2-TZVPD
H -1.41 0.68 2.15
H 3.01 -1.11 0.22
H 1.81 1.08 0.20
H -3.00 0.10 1.53
O 1.25 -1.97 -0.22
H -1.73 -1.07 1.96
N -0.68 0.98 -0.09
C -1.93 -0.08 1.56
H -0.19 1.58 -1.65
H -1.71 -0.74 -0.56
C -1.43 0.02 0.18
C 1.97 -1.00 -0.19
H -0.11 -0.20 -1.85
C 1.61 0.42 -0.66
H 2.34 0.67 -1.43
C 0.18 0.66 -1.21
```

Output
HOMO = -0.3433 Eh
DFT total energy = -8866.4863 eV
SMILES = C/C=N/CCC=O
Spin multiplicity = 1

Atomic partial charges in e from the Mulliken method, atoms 1 to 6: 0.286, 0.350, 0.346, 0.301, -0.465, 0.276

***

# 4
The following is a DFT calculation (wB97M-V/def2-TZVPD) of a 2-piece molecular cluster, C4H8N2O overall.

```
15
C4H8N2O | the OMol25 dataset | wB97M-V/def2-TZVPD
H -1.20 -1.38 -0.21
C 1.52 -0.67 -0.06
H 2.95 0.90 -0.12
H -1.84 0.37 1.33
N 0.57 -0.62 2.42
H 1.27 1.45 -0.29
C 1.97 0.67 -0.57
O 1.64 -1.72 -0.63
H -2.12 1.41 -0.07
C 0.98 -0.65 1.33
N -1.16 -0.40 -0.49
H -1.38 -0.38 -1.48
C -2.13 0.38 0.28
H -3.17 0.01 0.21
H 2.08 0.62 -1.66
```

Output
HOMO = -0.3626 Eh
DFT total energy = -9304.4495 eV
SMILES = CC(=O)C#N.CN
Spin multiplicity = 1

Atomic partial charges in e from the Mulliken method, atoms 1 to 6: 0.253, 0.830, 0.351, 0.293, -0.407, 0.292

***

# 5
The following is a DFT calculation (wB97M-V/def2-TZVPD) of C8H7NO3 in the gas phase.

```
19
C8H7NO3 | the OMol25 dataset | wB97M-V/def2-TZVPD
O -2.30 -0.97 1.17
H -3.18 -0.95 -0.62
H -1.80 -2.13 -0.44
H 2.92 -1.80 -0.06
O -1.06 3.09 0.15
H 0.60 -2.31 -0.46
H 1.97 2.45 0.43
C 0.90 -1.26 -0.33
H 3.73 0.52 0.56
H -2.62 -0.08 1.29
C 0.38 1.13 -0.08
C 1.72 1.40 0.20
N -1.32 -0.20 -0.79
O -1.85 1.09 -0.56
C 2.25 -0.94 -0.05
C -0.85 1.95 -0.15
C 0.01 -0.20 -0.36
C -2.21 -1.17 -0.15
C 2.69 0.38 0.25
```

Output
HOMO = -0.3290 Eh
DFT total energy = -16040.6080 eV
SMILES = O=c1on(CO)c2ccccc12
Spin multiplicity = 1

Atomic partial charges in e from the Mulliken method, atoms 1 to 6: -0.483, 0.307, 0.419, 0.336, -0.570, 0.260

***

# 6
The following is a DFT calculation (wB97M-V/def2-TZVPD) of C3H8N2O2 in the gas phase.

```
15
C3H8N2O2 | the OMol25 dataset | wB97M-V/def2-TZVPD
C 0.81 0.98 0.50
N 1.42 0.60 1.69
H -1.32 0.71 -1.52
H -0.68 -1.79 -1.32
H 0.28 0.59 -2.33
C -0.41 0.12 -1.59
H 0.75 -0.94 -0.05
O -0.67 -1.25 -2.15
H 1.31 0.69 2.75
O 0.58 2.16 0.00
C -0.05 -0.26 -0.16
H -1.84 0.10 0.53
H -0.97 -0.78 1.60
H 2.01 -0.25 1.44
N -1.21 -0.69 0.61
```

Output
HOMO = -0.3412 Eh
DFT total energy = -10313.7067 eV
SMILES = NC(=O)[C@@H](N)CO
Spin multiplicity = 1

Atomic partial charges in e from the Mulliken method, atoms 1 to 6: 0.203, -0.451, 0.240, 0.366, 0.304, -0.167

***

# 7
The following is a DFT calculation (wB97M-V/def2-TZVPD) of a 2-piece molecular cluster, C6H10N2O2 overall.

```
20
C6H10N2O2 | the OMol25 dataset | wB97M-V/def2-TZVPD
H 1.18 1.92 0.03
N -1.50 1.47 1.85
C -1.33 0.21 1.35
H 2.37 0.62 -2.19
N 0.12 -0.75 -0.47
H 0.75 -0.05 -1.99
H -1.86 -0.65 1.75
H -0.50 3.35 1.65
O 2.09 -2.38 -0.50
C -0.33 0.28 0.39
C 1.73 -1.22 -0.41
H -1.09 -2.41 0.02
O 1.88 -0.18 -2.40
H -1.82 -1.25 -1.14
C -0.55 2.31 1.35
C 0.26 1.58 0.50
C -0.89 -1.74 -0.82
H -2.26 1.75 2.46
H -0.51 -2.38 -1.63
H 2.27 -0.47 0.20
```

Output
HOMO = -0.2947 Eh
DFT total energy = -13456.7781 eV
SMILES = CN(C=O)c1cc[nH]c1.O
Spin multiplicity = 1

Atomic partial charges in e from the Mulliken method, atoms 1 to 6: 0.320, 0.011, -0.679, 0.311, -0.230, 0.523

***

# 8
The following is a DFT calculation (wB97M-V/def2-TZVPD) of C64H63CsFN3O2P2S2 as an isolated structure.

```
138
C64H63CsFN3O2P2S2 | the OMol25 dataset | wB97M-V/def2-TZVPD
H 1.50 -1.96 6.48
O 0.17 -10.71 0.52
C -2.84 -1.70 -3.75
C -2.60 0.13 3.63
P 1.17 0.35 -2.71
H -1.69 -3.80 3.83
H -2.22 3.94 5.34
H 4.09 -4.32 -3.28
H 7.60 -1.82 -2.71
C -0.74 -1.83 -2.58
F -2.73 0.49 1.25
C 3.02 1.33 -6.23
H 4.75 3.77 2.97
C -1.95 -2.39 -2.93
H 4.24 1.47 3.77
H 8.23 0.19 -3.99
C 3.80 -2.62 1.85
C 1.05 1.35 6.14
H -2.20 -3.38 -2.57
N 2.24 -0.75 -1.95
H 3.25 -3.47 2.24
N 0.91 2.67 -1.18
C 2.99 1.02 2.10
C 3.08 -4.40 -2.86
H 3.70 -1.69 -3.15
H -5.27 -0.31 5.73
C -2.51 -0.43 -4.20
C 1.09 -1.02 6.11
C -0.22 -2.47 4.66
C -0.01 -5.70 -0.06
H 6.59 -0.80 2.38
H 3.46 4.68 1.07
H 1.26 -1.27 -7.48
C 0.06 -8.52 -0.36
H 3.66 -3.37 -5.52
C 3.31 3.65 1.38
C 0.16 -7.66 -1.48
C 0.88 -2.94 3.71
C 2.55 0.41 -7.15
H 5.66 0.45 0.48
H 0.79 -2.42 2.76
C 6.46 1.27 -3.45
C 2.36 1.42 0.90
H -3.20 0.12 -4.83
C 1.70 0.28 -4.50
C 5.27 1.22 -2.75
C 2.59 1.27 -4.92
C 1.65 -0.56 -6.76
H 1.86 -2.74 4.13
C -0.43 0.14 4.63
C 1.22 -0.63 -5.44
H 0.19 3.47 5.22
C 5.01 -2.24 2.41
H 3.52 -3.18 -1.18
H 2.02 -2.02 -3.56
O 0.02 -10.54 -1.69
H 1.43 2.29 6.52
H 6.75 2.17 -3.98
C 2.76 -3.22 -1.96
H -2.82 -0.19 5.74
H -0.14 -8.56 1.77
H 3.72 2.10 -6.54
C -3.37 -0.07 4.82
H 2.28 -2.15 0.43
C 1.48 3.44 -0.25
C -5.46 -0.01 3.62
H -0.38 2.49 -2.74
H 2.99 -5.33 -2.29
C 5.15 -0.43 0.85
H 3.83 -5.14 -5.70
C 7.30 0.17 -3.45
C 3.78 1.85 2.87
C -0.48 4.47 -1.90
C -3.39 0.27 2.46
C -0.07 -7.91 0.91
H -1.27 4.82 -2.56
C 0.09 5.29 -0.94
C 5.67 -1.13 1.92
H 2.86 0.01 2.46
C -1.59 -2.73 4.03
C -4.74 -0.14 4.80
Cs -0.15 -0.03 0.68
C 0.06 1.36 5.17
H -0.23 6.32 -0.84
C 4.03 3.15 2.45
C 2.71 -1.90 -2.72
H 0.32 2.83 2.81
H -2.40 -2.43 4.69
H -1.40 2.42 2.86
C 3.13 -4.31 -5.66
H 4.62 2.09 -2.70
H -0.07 -2.38 -1.95
H -0.88 4.08 3.17
H -5.27 0.32 1.49
H -0.22 -6.11 2.03
C 0.12 -6.30 -1.34
H -0.16 -3.11 5.55
H 0.29 -8.06 -2.48
H -1.70 -2.20 3.09
H 2.93 1.99 -4.19
H 2.89 0.45 -8.18
C 1.58 0.17 6.62
N -1.29 0.18 3.57
C 5.74 -1.00 -2.04
C 3.94 -0.80 0.27
C 4.87 0.09 -2.05
H 5.49 -1.89 -1.47
H 1.79 -3.40 -1.47
H -6.54 -0.07 3.61
C 1.08 4.79 -0.13
C 0.11 -1.07 5.14
S -0.04 -4.02 0.11
H 0.51 -1.38 -5.16
H 0.77 -4.01 3.52
C -0.63 3.03 3.31
C -1.85 2.93 5.52
H -1.73 2.79 6.59
C -0.01 3.17 -1.98
C -0.11 -6.56 1.05
C 2.42 2.83 0.67
C -0.38 -0.57 -3.06
H -2.58 2.21 5.16
C 3.26 -1.89 0.80
C -4.76 0.20 2.44
H 1.53 5.41 0.62
C 6.94 -0.96 -2.73
C -1.30 0.12 -3.85
H 5.42 -2.79 3.25
P 3.28 0.33 -1.02
S 1.95 -4.56 -4.30
H 2.55 -4.27 -6.58
H -1.03 1.10 -4.24
H -0.09 -9.85 -2.35
H 0.20 -5.66 -2.20
C -0.50 2.73 4.81
C 0.09 -9.96 -0.43
H -3.78 -2.15 -4.04
H 2.34 0.17 7.39
```

Output
HOMO = -0.0725 Eh
Net charge = -2
DFT total energy = -119470.5813 eV
Spin multiplicity = 1

Atomic partial charges in e from the Mulliken method, atoms 1 to 6: 0.385, -0.635, -0.669, -0.088, 0.870, 0.529

***

The lowest DFT total energy belongs to which entry?
C64H63CsFN3O2P2S2

***

Which value of DFT total energy does entry 4 give?
-9304.4495 eV

***

The highest DFT total energy belongs to which entry?
C5H9NO

***

The lowest DFT total energy belongs to which entry?
C64H63CsFN3O2P2S2